{"formula": "H80O40", "method": "the ωB97M-V functional and the def2-TZVPD basis", "elements": ["H", "H", "O", "H", "H", "O", "H", "H", "O", "H", "H", "O", "H", "H", "O", "H", "O", "H", "O", "H", "H", "O", "H", "H", "O", "H", "H", "O", "H", "H", "O", "H", "O", "H", "H", "O", "H", "H", "O", "H", "H", "O", "H", "H", "O", "H", "H", "O", "H", "H", "O", "H", "O", "H", "H", "O", "H", "O", "H", "H", "O", "H", "H", "O", "H", "H", "O", "H", "H", "O", "H", "H", "O", "H", "H", "O", "H", "H", "O", "H", "H", "O", "H", "H", "O", "H", "H", "O", "H", "O", "H", "H", "O", "H", "H", "H", "H", "H", "H", "O", "H", "H", "O", "H", "H", "O", "H", "H", "O", "H", "H", "O", "H", "H", "O", "H", "H", "O", "H", "H"], "coordinates": [[2.311, -2.219, 1.814], [2.034, -2.265, 0.323], [2.758, -1.942, 0.946], [4.094, 3.457, 2.413], [3.624, 4.540, 3.391], [3.491, 3.609, 3.182], [-2.717, -2.826, -3.275], [-2.397, -4.221, -2.632], [-2.171, -3.679, -3.506], [1.796, 6.381, -0.150], [2.230, 5.191, -1.225], [2.035, 6.097, -0.970], [-3.557, -5.016, 0.989], [-5.058, -4.536, 0.994], [-4.196, -4.404, 0.640], [1.197, -2.680, 2.651], [1.422, -2.360, 3.542], [-2.378, 3.885, -1.672], [-2.730, 3.680, -2.511], [-1.754, 0.647, -4.103], [-1.478, -0.638, -3.223], [-1.589, -0.257, -3.916], [-2.899, -2.084, 4.599], [-4.181, -1.821, 5.096], [-3.645, -2.545, 4.750], [-1.187, 0.825, 0.302], [-0.531, 1.268, -0.959], [-1.294, 1.372, -0.419], [5.625, -1.235, -3.126], [4.272, -1.692, -2.969], [5.042, -1.693, -2.534], [0.797, -4.586, -3.382], [0.630, -5.274, -2.829], [-6.053, 1.597, 0.525], [-5.691, 3.140, 1.164], [-5.394, 2.323, 0.611], [-3.789, -0.168, 0.503], [-3.673, 0.394, -0.782], [-4.332, -0.216, -0.240], [2.206, 1.772, -1.867], [1.415, 3.019, -2.221], [1.983, 2.691, -1.672], [-1.110, -0.277, 4.753], [-1.334, -0.949, 3.467], [-1.642, -0.851, 4.421], [-1.529, 5.649, 0.364], [-1.484, 5.853, -1.208], [-1.020, 5.395, -0.468], [5.027, -1.971, 2.109], [4.095, -2.956, 1.517], [5.060, -2.854, 2.170], [2.023, -5.170, 1.961], [2.266, -5.871, 1.371], [1.432, -0.007, -6.520], [0.962, -0.527, -5.199], [1.677, -0.107, -5.647], [-3.217, 3.757, 4.744], [-3.350, 2.838, 4.203], [-0.199, 2.525, -4.405], [-1.558, 3.036, -3.611], [-0.995, 2.339, -4.103], [0.894, -0.776, 0.724], [-0.181, -0.135, 1.564], [0.005, -1.035, 1.178], [4.188, -0.597, 1.740], [5.275, -0.226, 0.715], [5.092, -0.113, 1.568], [1.315, 1.937, 0.532], [2.862, 1.516, 0.773], [1.975, 1.181, 0.623], [1.521, 1.563, 2.381], [1.855, 3.155, 2.334], [1.132, 2.439, 2.501], [2.419, -0.485, -2.012], [2.363, -0.037, -3.560], [2.896, -0.187, -2.718], [0.860, -4.556, -0.135], [0.072, -4.232, 1.067], [0.383, -3.849, 0.245], [-0.042, -1.730, -1.021], [0.730, -2.019, -2.164], [0.284, -1.264, -1.841], [-1.911, -4.373, 3.415], [-0.487, -4.915, 3.438], [-1.294, -4.957, 2.911], [-2.846, -2.442, -0.832], [-1.642, -3.464, -0.652], [-1.989, -2.608, -1.072], [2.230, 3.287, -5.058], [2.810, 3.131, -4.435], [-3.223, -2.014, -4.693], [-3.937, -0.792, -3.728], [-4.048, -1.444, -4.409], [3.288, -5.869, 1.396], [2.279, -2.106, 3.573], [-4.274, 2.836, 4.157], [-3.691, 3.880, -2.782], [0.348, -5.979, -3.339], [3.744, 3.188, -4.803], [0.092, -2.518, -5.189], [-0.340, -3.262, -4.805], [-0.662, -1.829, -5.297], [2.770, 0.882, 4.789], [2.691, 1.375, 5.508], [3.336, 1.424, 4.178], [3.861, -1.159, 3.718], [4.251, -0.342, 3.722], [4.533, -1.981, 3.908], [-2.042, 2.382, 1.775], [-3.059, 2.485, 1.878], [-1.530, 2.533, 2.597], [-0.860, 5.683, -3.332], [0.101, 5.904, -2.982], [-1.208, 5.053, -2.578], [-5.868, -1.532, 2.795], [-5.765, -0.660, 2.503], [-5.119, -2.012, 2.504], [0.920, 5.042, 3.068], [0.538, 4.055, 3.372], [0.730, 5.185, 2.119]], "forces_ev_per_angstrom": [[1.25, 1.16, -1.66], [1.41, 0.36, 0.63], [-2.32, -1.56, 0.43], [-0.51, 0.16, 0.88], [-0.29, 0.11, 0.07], [1.29, -0.30, -1.06], [1.62, -2.33, -0.44], [0.94, 1.72, -2.90], [-2.36, 0.25, 2.82], [-1.01, -0.14, 3.56], [-0.28, -0.16, 1.33], [1.35, 0.16, -5.04], [-0.05, -0.49, 0.55], [-0.71, -0.48, 0.64], [0.84, 1.02, -1.15], [-0.48, 0.29, 0.82], [-4.94, -2.18, -0.58], [-0.53, 0.34, 2.29], [-2.02, -0.50, -3.47], [0.31, 1.51, 1.04], [2.34, -5.90, 13.85], [-1.93, 4.14, -14.83], [4.57, 2.30, -0.83], [-0.53, -0.36, -0.07], [-4.26, -2.29, 0.94], [0.23, -1.60, 2.40], [0.99, -0.39, -0.91], [-1.27, 1.89, -2.48], [0.54, 0.35, -0.24], [-4.79, 0.27, -2.25], [4.71, -0.78, 2.68], [0.72, 3.12, -2.53], [0.20, -1.00, 4.20], [0.41, 1.15, 0.46], [0.12, -2.54, -1.40], [-0.38, 1.53, 1.01], [1.09, -0.28, 2.81], [-2.20, -1.50, 0.88], [1.28, 1.74, -3.71], [-0.10, 0.20, -0.40], [-5.16, 2.59, -5.45], [5.24, -2.55, 5.83], [5.35, 5.83, 3.56], [-0.56, 0.12, 1.80], [-4.40, -5.76, -5.57], [0.77, -0.62, -1.51], [0.44, 0.20, 1.11], [-1.43, 0.70, 0.78], [0.86, 5.27, -0.18], [4.08, 0.09, 2.51], [-3.98, -6.44, -2.62], [-0.05, 0.60, 0.63], [2.67, -0.61, -0.50], [-0.84, 0.25, -2.75], [-0.96, -0.71, 0.43], [1.83, 0.50, 2.48], [-0.15, -3.14, -1.90], [2.53, 3.52, 2.44], [5.41, 2.05, -1.84], [1.56, -0.95, -1.00], [-7.09, -0.99, 2.76], [-1.97, -0.47, 1.05], [0.05, -1.21, -0.17], [1.87, 2.08, -0.54], [2.19, 1.62, -0.79], [1.11, -0.77, -5.68], [-3.59, -0.12, 5.97], [1.56, -1.00, 0.03], [-0.05, 0.35, -0.28], [-0.97, -0.47, -0.90], [0.12, 0.31, 0.20], [-1.51, -2.05, 0.77], [0.44, 2.10, 0.35], [-2.73, -1.17, 2.49], [0.58, -0.38, 1.94], [1.67, 1.96, -4.61], [1.05, -1.46, -1.03], [-0.58, 0.07, 0.44], [-0.61, 1.34, 0.51], [-0.56, 1.30, -0.70], [0.98, -1.17, -1.60], [-0.41, -0.04, 2.22], [0.50, -0.53, -0.58], [-0.03, -0.08, 0.10], [-0.42, 0.74, 0.46], [-3.50, 0.39, 1.51], [-0.99, 2.03, -0.60], [4.16, -2.21, -0.16], [-4.34, 1.29, -5.37], [6.44, -1.14, 4.67], [-2.32, 2.65, 1.29], [1.19, 0.15, 0.26], [0.69, -2.82, -1.89], [-2.51, 0.03, -0.06], [4.59, 1.72, 0.42], [-2.50, -0.33, -0.30], [2.44, -0.15, 1.68], [-0.87, -2.08, -1.56], [-2.15, -0.10, 0.54], [-1.03, 2.46, -1.00], [-0.92, -0.78, 0.62], [1.64, -1.63, 0.63], [1.45, -2.39, -5.61], [-0.66, 3.49, 4.92], [-1.05, -0.35, 0.89], [0.06, -6.59, 0.74], [1.94, 2.77, 0.62], [-2.03, 3.41, -0.96], [-1.49, -0.01, 0.10], [2.81, -0.10, 0.51], [-1.32, 0.04, -0.41], [2.04, -1.02, 3.21], [-2.77, -0.54, -0.94], [1.11, 1.57, -2.81], [-1.63, -1.24, 1.16], [0.34, 1.94, -0.76], [1.27, -0.67, -0.36], [-1.24, -2.76, 1.02], [1.35, 3.76, -1.72], [-0.28, -0.60, 0.72]], "multiplicity": 2, "e_tot_ha": -3057.162221, "s_squared": 0.751, "charge": -1, "lumo_ev": [1.6118, 1.6044], "largest_force_ha_per_bohr": 0.30168, "orbital_gap_ev": [1.87, 9.81], "relative_energy_kcal_mol": 244.9, "homo_ev": [-0.26, -8.21]}